Entry 1:
{
  "formula": "C12H33BrMnN3O3",
  "method": "ωB97M-V/def2-TZVPD",
  "elements": ["Mn", "Br", "C", "C", "C", "O", "C", "N", "H", "H", "H", "H", "H", "H", "H", "H", "H", "H", "H", "C", "C", "C", "O", "C", "N", "H", "H", "H", "H", "H", "H", "H", "H", "H", "H", "H", "C", "C", "C", "O", "C", "N", "H", "H", "H", "H", "H", "H", "H", "H", "H", "H", "H"],
  "coordinates": [[-8.1495, -2.5319, -10.8000], [-10.1906, -0.9325, -11.7583], [-7.9803, 2.6444, -13.0652], [-8.1890, 3.1683, -11.7424], [-9.3404, 4.1924, -11.7519], [-9.6922, 4.6959, -10.4254], [-10.6306, 5.8123, -10.5294], [-8.6051, 2.1565, -10.7316], [-7.8123, 3.3841, -13.8480], [-8.8322, 2.0598, -13.4124], [-7.1038, 1.9965, -13.0565], [-7.3312, 3.6697, -11.2943], [-10.2596, 3.6840, -12.0429], [-9.0906, 5.0108, -12.4271], [-10.1086, 6.6066, -11.0630], [-10.8003, 6.1388, -9.5034], [-11.5384, 5.6024, -11.0950], [-9.2878, 1.6820, -11.3051], [-7.9346, 1.4013, -10.7492], [-14.4280, -0.0956, -12.7524], [-14.8531, -0.9876, -11.5958], [-15.0057, -2.4726, -11.7875], [-15.1130, -3.1991, -10.6156], [-15.6322, -4.5132, -10.8714], [-13.7821, -0.8840, -10.6573], [-13.7942, 0.7679, -12.5508], [-15.4049, 0.2312, -13.1088], [-13.9485, -0.6196, -13.5792], [-15.8503, -0.6450, -11.3195], [-14.1699, -2.8521, -12.3753], [-15.9294, -2.5366, -12.3627], [-16.6341, -4.4967, -11.3005], [-15.6113, -5.0477, -9.9216], [-15.0654, -5.1448, -11.5555], [-12.8830, -1.0532, -11.0852], [-13.6306, 0.1105, -10.5681], [-10.2315, -6.4593, -11.2694], [-9.1937, -5.2838, -11.2120], [-8.2842, -5.0899, -12.4457], [-7.5862, -3.7973, -12.4528], [-7.1329, -3.2852, -13.7821], [-9.7737, -3.9965, -10.8369], [-10.8620, -6.5094, -12.1572], [-10.7802, -6.7104, -10.3617], [-9.6478, -7.3660, -11.4282], [-8.5054, -5.5376, -10.4058], [-8.9429, -5.1579, -13.3115], [-7.5617, -5.9057, -12.4681], [-6.6115, -4.0769, -14.3202], [-6.4289, -2.4588, -13.6842], [-7.9028, -2.9431, -14.4737], [-10.3119, -4.3147, -10.0437], [-10.5884, -3.8105, -11.4042]],
  "homo_lumo_gap_ev": [5.1, 5.1],
  "multiplicity": 6,
  "molar_mass_g_mol": 402.3,
  "charge": 1,
  "de_lowest_kj_mol": 492.2,
  "homo_ha": [-0.3918, -0.3918]
}

Entry 2:
{
  "formula": "C12H33F2N7O9PS2Ti",
  "method": "ωB97M-V/def2-TZVPD",
  "elements": ["Ti", "N", "H", "H", "H", "H", "N", "H", "H", "H", "H", "N", "S", "O", "O", "F", "S", "O", "O", "F", "O", "H", "O", "H", "C", "C", "C", "C", "C", "C", "N", "O", "O", "H", "H", "H", "H", "H", "O", "P", "N", "C", "C", "N", "C", "C", "N", "C", "C", "H", "H", "H", "H", "H", "H", "H", "H", "H", "H", "H", "H", "H", "H", "H", "H", "H", "H"],
  "coordinates": [[-3.9358, 22.4084, 8.2862], [-1.9539, 20.8770, 5.9932], [-2.3626, 21.7934, 5.8775], [-2.5440, 20.4980, 6.7200], [-0.9571, 20.9640, 6.1304], [-2.1943, 20.3386, 5.1732], [-4.8533, 20.5101, 5.5322], [-4.5436, 20.2986, 6.4699], [-5.8407, 20.4207, 5.3392], [-4.2691, 20.0935, 4.8213], [-4.8094, 21.5063, 5.3715], [-2.9755, 19.3980, 4.1186], [-2.8044, 17.6702, 3.9774], [-1.6309, 17.2725, 3.2605], [-4.0214, 16.8320, 3.8274], [-2.4122, 17.4040, 5.4585], [-2.4022, 19.7405, 2.8011], [-3.0258, 19.2469, 1.5708], [-0.9623, 20.0572, 2.9342], [-3.0712, 21.1944, 2.8380], [-3.5233, 22.9530, 6.1944], [-3.3823, 23.7845, 5.7012], [-3.6322, 20.1528, 7.8615], [-3.0368, 19.3786, 7.8887], [1.0910, 22.4643, 3.9415], [-0.1635, 23.0685, 3.9241], [-0.2628, 24.3097, 4.4551], [0.8210, 24.9949, 4.9694], [2.1329, 24.4046, 4.8777], [2.2293, 23.1858, 4.4075], [0.5483, 26.2510, 5.7594], [-0.4836, 26.8368, 5.5673], [1.3086, 26.5218, 6.6906], [1.2017, 21.4361, 3.6300], [-1.0009, 22.4388, 3.6620], [-1.3017, 24.5765, 4.5810], [3.0481, 24.8816, 5.1959], [3.1854, 22.6862, 4.4595], [1.4267, 21.1322, 7.4147], [1.9626, 21.2610, 8.7399], [3.5603, 20.6091, 8.9137], [4.4811, 20.7130, 7.7550], [4.3685, 20.3009, 10.1555], [1.1807, 20.3291, 9.9724], [0.8038, 18.9831, 9.6732], [1.3104, 20.7932, 11.3308], [1.9600, 22.8018, 9.3808], [0.6657, 23.4049, 9.7635], [2.8548, 23.8658, 8.9902], [5.1367, 19.8521, 7.8864], [5.0729, 21.6072, 7.9509], [4.1763, 20.7526, 6.7092], [5.2085, 19.6109, 10.0758], [3.7902, 20.0514, 11.0451], [4.8728, 21.1765, 10.5644], [1.7190, 18.4456, 9.9211], [0.1098, 18.6821, 10.4579], [0.5034, 18.6715, 8.6728], [1.7243, 21.7955, 11.4414], [0.3283, 20.8798, 11.7956], [1.9082, 20.0804, 11.8988], [0.1207, 22.6480, 10.3276], [0.7573, 24.3698, 10.2622], [0.1014, 23.6034, 8.8524], [2.5640, 24.8096, 9.4514], [2.8183, 24.1766, 7.9461], [3.8392, 23.6032, 9.3778]],
  "homo_lumo_gap_ev": [2.8, 6.5],
  "multiplicity": 5,
  "molar_mass_g_mol": 600.4,
  "charge": -1,
  "homo_ha": [-0.0383, -0.1804]
}

Entry 3:
{
  "formula": "C12H33Hg2O12",
  "method": "ωB97M-V/def2-TZVPD",
  "elements": ["Hg", "Hg", "C", "C", "O", "O", "H", "H", "H", "C", "C", "O", "O", "H", "H", "H", "C", "C", "O", "O", "H", "H", "H", "C", "O", "H", "H", "H", "H", "C", "O", "H", "H", "H", "H", "C", "O", "H", "H", "H", "H", "C", "O", "H", "H", "H", "H", "C", "O", "H", "H", "H", "H", "C", "O", "H", "H", "H", "H"],
  "coordinates": [[-4.8806, -14.6363, -4.0380], [-8.2476, -13.0558, -3.8990], [-5.0216, -10.1820, -4.1206], [-5.0482, -11.6646, -3.9781], [-4.0223, -12.2321, -4.4961], [-6.0548, -12.3234, -3.5778], [-4.0457, -9.7662, -3.8699], [-5.7995, -9.7719, -3.4766], [-5.2737, -9.8978, -5.1423], [-6.4283, -14.0537, -8.0751], [-6.0913, -14.4143, -6.6160], [-6.8227, -13.9945, -5.7158], [-4.9844, -14.8374, -6.3335], [-5.6341, -14.4283, -8.7209], [-6.4390, -12.9732, -8.2181], [-7.4018, -14.4291, -8.3904], [-7.4132, -16.0148, -0.7735], [-7.7631, -15.1360, -1.9354], [-8.8873, -14.5138, -1.9850], [-6.9565, -14.9239, -2.9183], [-8.2020, -16.6334, -0.3455], [-7.0053, -15.3394, -0.0213], [-6.6544, -16.7418, -1.0630], [-8.8999, -16.0088, -11.1429], [-8.1681, -17.0575, -11.7213], [-9.5202, -15.3060, -11.6992], [-9.6407, -16.6446, -10.6581], [-8.2889, -15.4762, -10.4142], [-8.8417, -17.4395, -12.2886], [-1.8210, -15.7116, -5.3214], [-2.3347, -14.7816, -4.3486], [-1.1899, -15.0852, -5.9517], [-1.0639, -16.4295, -5.0059], [-2.5420, -16.2256, -5.9571], [-1.6428, -14.1359, -4.1877], [-6.8818, -17.8088, -8.5399], [-6.4368, -18.1217, -9.8781], [-7.8237, -18.3535, -8.4742], [-6.0509, -18.1728, -7.9355], [-6.9777, -16.7345, -8.3819], [-6.9184, -17.7010, -10.5942], [-4.0971, -17.9002, -3.5920], [-4.8689, -16.8524, -4.2252], [-4.8441, -18.5441, -3.1279], [-3.5473, -18.4958, -4.3208], [-3.3526, -17.4871, -2.9115], [-5.4420, -17.3300, -4.8293], [-8.4661, -11.0370, -6.7484], [-8.0670, -11.1517, -5.3504], [-7.5577, -10.8834, -7.3309], [-8.9757, -11.9752, -6.9680], [-9.0499, -10.1208, -6.8362], [-7.9983, -10.2512, -5.0248], [-2.0888, -15.0800, -8.8145], [-1.9247, -14.7185, -10.1579], [-2.0888, -16.1512, -8.6129], [-1.3652, -14.5258, -8.2167], [-3.0963, -14.7897, -8.5167], [-2.0669, -15.4622, -10.7481]],
  "homo_lumo_gap_ev": [5.5, 8.4],
  "multiplicity": 2,
  "molar_mass_g_mol": 770.6,
  "homo_ha": [-0.2145, -0.3220]
}

| no. | DFT total energy (Ha) |
| --- | --- |
| 1 | -4591.65253 |
| 2 | -3724.18478 |
| 3 | -1686.55740 |